a.
10
Properties=species:S:1:pos:R:3 method="wB97M-V/def2-TZVPD" homo_ev=-10.03 orbital_gap_ev=10.86 lumo_ev=0.823
O -0.0920 1.9354 -2.0595
N -0.2563 -1.7876 0.8642
N -0.0012 0.6644 0.7003
C -0.1155 -0.5342 0.2813
H 0.3962 2.7404 -1.7054
H 0.0258 -2.4653 0.2596
H 0.0965 0.6789 1.7289
H 0.0638 -2.0792 1.8469
H -0.4690 1.5810 -1.2385
H 0.3517 -0.7339 -0.6779

=====

b.
10
Properties=species:S:1:pos:R:3 method="wB97M-V/def2-TZVPD" homo_ev=-9.98 orbital_gap_ev=10.95 lumo_ev=0.972 smiles="NC=O.N"
O 0.3398 1.3512 -1.1193
N 1.4115 -0.9601 1.3608
N -1.5089 0.2731 -0.3206
C -0.6681 0.6647 -1.3563
H -0.8323 0.4001 -2.3822
H 1.6330 -0.1847 1.8266
H 2.3306 -1.4083 1.2988
H 1.0699 -0.6174 0.4162
H -1.3801 0.4868 0.6469
H -2.3954 -0.0056 -0.3710

=====

Stability ranking, top and bottom: b is the most stable and a is the least stable.

=====

a.
13
Properties=species:S:1:pos:R:3 method="wB97M-V/def2-TZVPD" homo_ev=-9.62 orbital_gap_ev=9.94 lumo_ev=0.317 smiles="C[S@](#N)(N)OC=O"
S 0.1928 -0.1082 -0.6395
O -2.5506 0.4399 -0.0910
O -0.8663 -0.8313 0.6883
N 0.5221 1.6057 -0.3531
N -0.5417 -0.5184 -1.8034
C 1.7872 -0.6731 0.1652
C -2.1158 -0.5475 0.4504
H 1.6238 -1.0586 1.1566
H -2.7844 -1.2588 1.0425
H 0.5859 2.2037 0.4439
H -0.2901 1.8463 -0.8146
H 2.1629 0.3083 0.2514
H 2.2741 -1.4080 -0.4967

=====

b.
13
Properties=species:S:1:pos:R:3 method="wB97M-V/def2-TZVPD" homo_ev="-10.37 / -9.88" orbital_gap_ev="9.46 / 7.42" lumo_ev="-0.911 / -2.463"
S 1.1918 1.9658 -0.7530
O 2.2743 2.8970 -0.8481
O 0.3391 1.9969 0.4364
N -0.9919 -0.2377 -1.1254
N 1.0882 0.8442 -1.7887
C -0.5702 -1.2253 -0.2465
C -0.3013 -0.8856 1.2597
H -1.4103 -1.9373 -0.3102
H -0.1597 -1.6174 1.9512
H 0.7381 -0.5387 1.3088
H 0.1903 -1.8638 -0.6943
H -1.3152 0.7664 -0.8300
H -1.0731 -0.1645 1.6403

=====

Stability ranking, top and bottom: a is the most stable and b is the least stable.

=====

a.
13
Properties=species:S:1:pos:R:3 method="wB97M-V/def2-TZVPD" homo_ev="-8.76 / -8.39" orbital_gap_ev="7.82 / 7.28" lumo_ev="-0.940 / -1.110"
S 0.5315 0.8769 -1.7458
O -1.2335 1.2843 0.8049
O 0.6190 0.2195 1.3885
N -0.2687 -2.1924 0.1163
N 1.6896 1.6497 -0.7121
C -0.9134 -0.9891 0.0715
C -0.4233 0.1328 0.7582
H 2.1390 0.7902 -0.1780
H -2.1560 1.3984 0.4214
H 1.1253 2.2969 -0.2161
H -1.7506 -0.7730 -0.6549
H 0.5156 -2.1708 0.7821
H 0.1254 -2.5234 -0.8360

=====

b.
13
Properties=species:S:1:pos:R:3 method="wB97M-V/def2-TZVPD" homo_ev=-10.61 orbital_gap_ev=9.56 lumo_ev=-1.057 smiles="CC/N=N/[SH](=O)=O"
S -0.6885 2.4433 0.5327
O -0.0458 3.6741 0.7672
O -1.8959 2.1131 1.2405
N 0.1632 0.2141 -0.1251
N 0.3775 1.1281 0.9084
C 0.9015 -0.9467 -0.2243
C -0.1629 -2.0782 -0.4608
H -0.0504 -2.5229 0.5807
H -1.1640 -1.6785 -0.8357
H 0.1020 -2.8041 -1.2462
H -0.6456 2.2565 -0.7973
H 1.6193 -0.6341 -1.0751
H 1.4895 -1.1648 0.7349

=====

Stability ranking, top and bottom: a is the most stable and b is the least stable.

=====

a.
16
Properties=species:S:1:pos:R:3 method="wB97M-V/def2-TZVPD" homo_ev=-9.08 orbital_gap_ev=9.97 lumo_ev=0.894 smiles=NCNCCO
O -0.8708 2.4518 -1.8918
N 0.5839 -2.4458 1.3265
N -0.1975 -0.6674 -0.0659
C 0.8799 -1.1463 0.7799
C 0.1061 0.6974 -0.5414
C -1.1590 1.3687 -1.0412
H 1.7577 -1.2281 0.1356
H -1.6904 0.6245 -1.6336
H -0.9888 -0.5962 0.5675
H 1.1285 -0.4181 1.5584
H -1.7864 1.6655 -0.2019
H 0.5488 1.2656 0.2790
H -0.9290 3.2975 -1.4305
H 0.3894 -2.4181 2.3180
H 1.3675 -3.0626 1.1649
H 0.8601 0.6115 -1.3235

=====

b.
16
Properties=species:S:1:pos:R:3 method="wB97M-V/def2-TZVPD" homo_ev=-9.23 orbital_gap_ev=9.03 lumo_ev=-0.202
O 1.4201 0.6726 0.6081
N 0.4762 -0.6179 -1.4100
N -1.7990 0.7519 -0.7549
C -0.4931 -1.2528 -0.3588
C -1.1358 -0.0898 0.2879
C 1.3581 0.2198 -0.6417
H 0.3676 0.6349 -1.0641
H -1.2076 -1.8450 -0.7129
H -2.8578 0.6180 -0.8857
H 2.7886 0.9118 2.5884
H 2.3080 0.4656 -1.1833
H -0.3770 0.5530 0.7337
H 2.2784 0.6091 3.0479
H -1.3839 0.5043 -1.6329
H 0.1541 -1.8302 0.3414
H -1.8969 -0.3054 1.0369

=====

Stability ranking, top and bottom: a is the most stable and b is the least stable.